Entry 1:
CHNO4S | ωB97M-V/def2-TZVPD

Geometry as XYZ:
```
8
Properties=species:S:1:pos:R:3:lowdin_charge:R:1
C 0.18 -0.80 0.51 -0.0685
N -1.63 0.40 0.10 -0.3103
O -1.92 1.20 0.92 0.1203
O -2.09 0.03 -0.93 0.0862
O 2.83 -0.53 0.09 -0.2995
O 1.27 1.40 -0.39 -0.3098
S 1.52 0.00 -0.18 0.7333
H -0.17 -1.70 -0.12 0.0484
```

Spin multiplicity: 1
E_LUMO (spin up / spin down), eV: -1.985 / -1.899
Electronic energy, eV: -21560.24132
HOMO-LUMO gap (spin up / spin down), eV: 8.1 / 8.1



Entry 2:
CHNO5S2 | ωB97M-V/def2-TZVPD

Geometry as XYZ:
```
10
Properties=species:S:1:pos:R:3:lowdin_charge:R:1
C 1.99 -0.83 -0.98 -0.5637
N -0.89 0.10 0.98 -0.5229
O -3.34 -0.37 -0.13 -0.6228
O 1.28 0.25 -1.01 -0.2641
O 2.89 -1.08 -1.81 -0.1152
O -2.96 1.85 0.78 -0.6296
O 1.28 0.20 1.87 -0.5850
S -2.35 0.76 -0.06 0.5270
S 0.43 0.83 0.85 0.6878
H 1.67 -1.71 -0.50 0.0887
```

Net charge: -2
Spin multiplicity: 1
E_LUMO, eV: 6.270
Electronic energy, eV: -34450.00222
HOMO-LUMO gap, eV: 6.7



Entry 3:
CHNO5S2 | ωB97M-V/def2-TZVPD

Geometry as XYZ:
```
10
Properties=species:S:1:pos:R:3:lowdin_charge:R:1
O 3.24 1.34 -0.30 -0.0530
C 2.46 0.79 0.41 -0.9283
O 2.43 0.63 1.64 -0.1078
N 1.41 0.08 -0.39 -0.4251
S 0.03 -0.92 0.04 0.5640
S -2.43 -0.60 0.04 0.2310
O -2.87 0.69 0.61 -0.4617
O -2.88 -1.73 0.81 -0.4328
O -2.69 -0.68 -1.40 -0.4818
H 1.30 0.41 -1.46 0.0955
```

Net charge: -2
SMILES string: O=C([O-])NSS(=O)(=O)[O-]
Spin multiplicity: 1
E_LUMO (spin up / spin down), eV: 6.165 / 6.165
Electronic energy, eV: -34451.10268
HOMO-LUMO gap (spin up / spin down), eV: 6.9 / 6.9



Entry 4:
CHNOS | ωB97M-V/def2-TZVPD

Geometry as XYZ:
```
5
Properties=species:S:1:pos:R:3:lowdin_charge:R:1
C 1.06 0.90 0.31 -0.0843
N 0.80 1.89 0.87 0.0657
H 1.48 0.16 -0.22 0.0077
O -1.10 -1.00 -0.36 -0.7208
S -2.24 -1.95 -0.59 0.7317
```

SMILES string: C#N.O=S
Spin multiplicity: 1
E_LUMO, eV: -1.934
Electronic energy, eV: -15423.06356
HOMO-LUMO gap, eV: 7.8



Entry 5:
CHNOS | ωB97M-V/def2-TZVPD

Geometry as XYZ:
```
5
Properties=species:S:1:pos:R:3:lowdin_charge:R:1
C -0.40 -0.54 1.61 -0.0814
N -0.94 0.44 1.52 0.0685
O 1.02 0.46 -1.81 -0.7111
S 0.46 1.15 -2.99 0.7012
H -0.13 -1.51 1.67 0.0229
```

<S²>: 2.008
Spin multiplicity: 3
E_LUMO (spin up / spin down), eV: 0.879 / -1.164
Electronic energy, eV: -15423.41845
HOMO-LUMO gap (spin up / spin down), eV: 10.5 / 11.7



Entry 6:
CHNP2S2 | ωB97M-V/def2-TZVPD

Geometry as XYZ:
```
7
Properties=species:S:1:pos:R:3:lowdin_charge:R:1
N 0.18 1.37 0.08 0.1129
C -0.94 1.71 0.42 -0.7056
P -2.46 2.30 0.40 0.4707
S -3.13 0.73 -0.88 0.0319
P -3.83 -0.52 0.65 0.0016
S -4.93 -1.82 -0.34 -0.0170
H 0.91 0.66 0.30 0.1055
```

SMILES string: N=C=P#S#P=S
Spin multiplicity: 1
E_LUMO, eV: -1.387
Electronic energy, eV: -42790.25392
HOMO-LUMO gap, eV: 7.3